This record from OMol25 describes a 2-piece molecular cluster, CH7N3 overall at a distorted geometry. The level of theory is the ωB97M-V functional and the def2-TZVPD basis.

total energy: -5618.6359 eV
LUMO: 0.8 eV
gap between HOMO and LUMO: 9.69 eV
energy relative to the best compared isomer or geometry (same formula, charge and spin): 52.4 kcal/mol
SMILES: [H]/N=N\[H].CN

Last column: Mulliken charge in e.
Atoms and positions in Å:
H: -2.45 0.53 -0.85  0.1868
N: -1.47 0.85 -0.57  -0.0729
N: -1.03 1.68 -1.35  -0.3256
H: -1.70 1.82 -2.15  0.2113
C: 1.76 -0.84 1.26  -0.6758
N: 0.66 -1.39 0.45  -0.5340
H: 2.62 -1.52 1.24  0.3019
H: 2.07 0.13 0.82  0.2441
H: 1.49 -0.67 2.32  0.2360
H: 0.48 -2.35 0.76  0.2149
H: -0.15 -0.82 0.62  0.2133

***

This record from OMol25 describes the molecule C7H12BrClN2O at a distorted geometry. The level of theory is the ωB97M-V functional and the def2-TZVPD basis.

total energy: -95042.4504 eV
LUMO: -1.4 eV
gap between HOMO and LUMO: 7.66 eV
energy relative to the best compared isomer or geometry (same formula, charge and spin): 47.9 kcal/mol
SMILES: CC1(C)N(Cl)C(=O)N(Br)C1(C)C

Last column: Mulliken charge in e.
Atoms and positions in Å:
C: 1.67 -0.77 0.94  -1.7032
C: 0.79 0.13 0.05  1.3550
C: 1.35 -0.26 -1.38  -1.7218
N: 0.85 1.60 0.12  -0.1388
Cl: 2.10 2.60 0.99  -0.0624
C: -0.36 2.21 -0.25  0.3843
O: -0.35 3.29 -0.76  -0.5639
N: -1.35 1.14 -0.23  -0.3302
Br: -3.22 1.59 -1.04  0.0088
C: -0.74 -0.12 0.11  1.4919
C: -1.34 -1.20 -0.94  -1.7722
C: -1.21 -0.45 1.56  -1.7297
H: 1.75 -0.50 1.97  0.4512
H: 1.63 -1.98 0.89  0.2297
H: 2.68 -0.53 0.70  0.5549
H: 1.35 -1.25 -1.44  0.5704
H: 2.37 0.12 -1.57  0.3992
H: 0.62 0.20 -2.15  0.2797
H: -2.29 -1.54 -0.65  0.4610
H: -0.65 -2.00 -1.03  0.3466
H: -1.42 -0.72 -1.96  0.4187
H: -0.91 -1.43 2.09  0.2986
H: -2.33 -0.52 1.74  0.3964
H: -0.98 0.40 2.23  0.3760

***

This record from OMol25 describes the molecule C3H7NO. The level of theory is the ωB97M-V functional and the def2-TZVPD basis.

total energy: -6761.1157 eV
LUMO: 1.0 eV
gap between HOMO and LUMO: 9.40 eV
energy relative to the best compared isomer or geometry (same formula, charge and spin): 37.7 kcal/mol
SMILES: C=C(N)OC

Last column: Mulliken charge in e.
Atoms and positions in Å:
C: 0.30 1.85 -0.22  -0.9159
C: 0.31 0.53 -0.05  0.7090
N: 0.95 -0.39 -0.90  -0.5207
O: -0.35 -0.03 1.00  -0.3570
C: -1.06 -1.23 0.75  -0.6263
H: 0.93 2.32 -0.97  0.2226
H: -0.33 2.48 0.39  0.2557
H: 1.38 0.07 -1.69  0.2215
H: 1.64 -0.96 -0.41  0.2230
H: -1.69 -1.15 -0.15  0.3116
H: -0.39 -2.09 0.63  0.2567
H: -1.69 -1.39 1.62  0.2198

***

This record from OMol25 describes the molecule C3H3NO at a distorted geometry. The level of theory is the ωB97M-V functional and the def2-TZVPD basis.

total energy: -6693.0928 eV
LUMO (alpha / beta): -0.1 / -0.9 eV
gap between HOMO and LUMO (alpha / beta): 8.61 / 7.48 eV
energy relative to the best compared isomer or geometry (same formula, charge and spin): 78.4 kcal/mol

Last column: Mulliken charge in e.
Atoms and positions in Å:
N: 2.67 0.55 1.35  -0.3664
C: 1.75 0.39 0.67  0.2678
C: 0.67 0.18 -0.18  -0.3027
C: -1.52 -0.25 -0.19  -0.4110
O: -0.56 0.48 0.28  -0.2606
H: 0.76 -0.26 -1.17  0.4496
H: -2.53 0.09 -0.18  0.3015
H: -1.24 -1.21 -0.62  0.3218

***

This record from OMol25 describes a 2-piece molecular cluster, C2BrF3S overall at a distorted geometry. The level of theory is the ωB97M-V functional and the def2-TZVPD basis.

total energy: -91098.5144 eV
LUMO (alpha / beta): -2.8 / -2.7 eV
gap between HOMO and LUMO (alpha / beta): 6.81 / 6.84 eV
energy relative to the best compared isomer or geometry (same formula, charge and spin): 103.9 kcal/mol

Last column: Mulliken charge in e.
Atoms and positions in Å:
C: 0.16 0.39 0.32  0.4768
C: -0.27 -0.90 -0.14  0.2907
F: -0.34 1.98 -1.77  -0.6544
F: 1.28 0.92 0.72  -0.1043
F: 0.19 -2.01 0.46  -0.1760
S: -1.39 0.19 0.95  0.0890
Br: -0.83 -1.29 -1.91  0.0781

***

This record from OMol25 describes a 2-piece molecular cluster, H3O4PS overall at a distorted geometry. The level of theory is the ωB97M-V functional and the def2-TZVPD basis.

total energy: -28363.0132 eV
LUMO: -0.2 eV
gap between HOMO and LUMO: 9.02 eV
energy relative to the best compared isomer or geometry (same formula, charge and spin): 26.4 kcal/mol
SMILES: O=[P@@]1(O)OS1.O

Last column: Mulliken charge in e.
Atoms and positions in Å:
O: 0.57 1.61 0.70  -0.5897
P: 0.89 0.47 -0.12  0.9919
O: 0.05 0.15 -1.36  -0.4061
O: 2.38 0.47 -0.78  -0.3260
S: 2.27 -0.94 0.27  -0.0641
H: -0.85 0.06 -1.00  0.4074
O: -1.42 -0.68 0.77  -0.6594
H: -1.81 -0.13 1.38  0.3279
H: -2.07 -1.01 0.15  0.3181